The following is a DFT calculation (wB97M-V/def2-TZVPD) of C16H19N5O2 in the gas phase at a distorted geometry.

Each line ends with the natural charge from an NBO analysis.
Positions of all 42 atoms, in Å:
C (0.466, 4.479, -1.684)  -0.401
N (0.341, 2.998, -1.678)  -0.464
C (-1.075, 2.525, -1.759)  -0.418
C (1.258, 2.281, -0.787)  -0.218
C (1.907, 1.100, -1.540)  -0.226
N (2.982, 0.637, -0.677)  -0.429
C (4.331, 1.228, -0.729)  -0.416
C (2.774, -0.417, 0.263)  0.630
O (3.744, -0.678, 0.988)  -0.604
C (1.531, -1.078, 0.495)  0.067
C (1.522, -1.950, 1.715)  -0.310
C (0.294, -2.564, 1.861)  0.336
N (-0.281, -3.407, 2.741)  -0.588
C (-1.668, -3.395, 2.777)  0.651
O (-2.207, -3.757, 3.862)  -0.595
C (-2.481, -2.792, 1.694)  -0.185
C (-3.866, -3.212, 1.527)  -0.134
C (-4.614, -2.578, 0.560)  -0.227
C (-3.959, -1.609, -0.227)  -0.170
C (-2.637, -1.549, -0.241)  -0.223
C (-1.803, -2.051, 0.732)  0.190
N (-0.387, -1.964, 0.736)  -0.205
N (0.380, -1.136, -0.127)  -0.219
H (1.426, 4.858, -1.861)  0.196
H (0.173, 4.866, -0.687)  0.159
H (-0.115, 4.842, -2.480)  0.198
H (-1.735, 3.283, -2.228)  0.208
H (-1.092, 1.486, -2.215)  0.203
H (-1.427, 2.533, -0.728)  0.170
H (0.776, 2.054, 0.193)  0.178
H (2.076, 2.962, -0.571)  0.196
H (2.265, 1.448, -2.449)  0.209
H (1.161, 0.345, -1.876)  0.226
H (5.235, 0.675, -0.641)  0.234
H (4.497, 1.745, -1.737)  0.199
H (4.520, 2.050, 0.021)  0.197
H (2.308, -2.141, 2.345)  0.234
H (0.145, -3.459, 3.677)  0.440
H (-4.443, -3.859, 2.200)  0.245
H (-5.677, -2.766, 0.568)  0.223
H (-4.462, -1.112, -1.015)  0.218
H (-2.184, -0.918, -1.021)  0.229

The value obtained for the HOMO energy is -8.15 eV. As for the SMILES: CN(C)CCN(C)C(=O)c1cc2[nH]c(=O)c3ccccc3n2n1. The calculation puts the gap between HOMO and LUMO at 8.105 eV. The calculation puts the LUMO energy at -0.05 eV. Its energy is -1045.26414 hartree. The value obtained for the energy above the lowest of the compared OMol25 structures with the same formula, charge and spin is 489.4 kJ/mol.

The following is a DFT calculation (wB97M-V/def2-TZVPD) of C16H19N5O4S in the gas phase at a distorted geometry.

Each line ends with the natural charge from an NBO analysis.
Positions of all 45 atoms, in Å:
C (1.716, 3.633, -1.266)  -0.659
C (1.900, 2.170, -1.381)  0.343
N (1.556, 1.440, -2.400)  -0.290
N (1.893, 0.162, -2.144)  -0.377
C (2.444, 0.133, -0.957)  0.208
S (3.070, -1.277, -0.156)  0.281
C (2.168, -2.566, -1.085)  -0.602
C (0.727, -2.544, -0.598)  0.676
O (0.347, -3.250, 0.308)  -0.609
N (-0.028, -1.622, -1.258)  -0.651
C (-1.261, -1.112, -0.883)  0.287
C (-1.678, 0.071, -1.505)  -0.275
C (-2.876, 0.650, -1.162)  -0.152
C (-3.676, 0.048, -0.192)  -0.029
N (-4.917, 0.657, 0.179)  0.530
O (-5.228, 1.695, -0.373)  -0.390
O (-5.589, 0.107, 1.029)  -0.388
C (-3.275, -1.134, 0.423)  -0.147
C (-2.075, -1.716, 0.079)  -0.285
N (2.490, 1.385, -0.421)  -0.372
C (2.763, 1.686, 0.954)  -0.232
C (1.452, 1.558, 1.771)  0.096
C (1.730, 1.374, 3.268)  -0.432
C (1.652, -0.144, 3.428)  -0.432
C (0.564, -0.492, 2.418)  -0.073
O (0.743, 0.409, 1.333)  -0.548
H (2.662, 4.120, -1.032)  0.225
H (1.342, 4.009, -2.213)  0.256
H (0.999, 3.869, -0.481)  0.226
H (2.278, -2.356, -2.146)  0.255
H (2.643, -3.506, -0.811)  0.259
H (0.469, -1.057, -1.953)  0.440
H (-1.042, 0.535, -2.245)  0.234
H (-3.210, 1.566, -1.625)  0.247
H (-3.916, -1.581, 1.168)  0.246
H (-1.754, -2.628, 0.553)  0.260
H (3.165, 2.697, 1.040)  0.220
H (3.499, 0.964, 1.316)  0.219
H (0.827, 2.439, 1.571)  0.182
H (0.948, 1.855, 3.855)  0.218
H (2.693, 1.789, 3.557)  0.216
H (2.594, -0.611, 3.139)  0.206
H (1.396, -0.453, 4.437)  0.225
H (-0.435, -0.339, 2.849)  0.170
H (0.631, -1.509, 2.032)  0.217

The value obtained for the HOMO energy is -8.77 eV. As for the SMILES: Cc1nnc(SCC(=O)Nc2ccc([N+](=O)[O-])cc2)n1C[C@@H]1CCCO1. The calculation puts the gap between HOMO and LUMO at 8.531 eV. The calculation puts the LUMO energy at -0.24 eV. Its energy is -1593.96763 hartree. The value obtained for the energy above the lowest of the compared OMol25 structures with the same formula, charge and spin is 252.4 kJ/mol.

The following is a DFT calculation (wB97M-V/def2-TZVPD) of a molecular structure, C16H19N5O5PdS4Te at a distorted geometry.

Each line ends with the natural charge from an NBO analysis.
Positions of all 51 atoms, in Å:
Pd (-0.193, 0.191, -0.299)  0.508
C (-0.055, -1.596, -4.815)  -0.666
C (0.554, -0.440, -4.092)  0.324
C (0.673, 0.841, -4.564)  -0.391
C (1.328, 1.814, -3.804)  0.313
N (1.960, 1.490, -2.640)  -0.484
C (1.800, 0.305, -2.146)  0.234
S (2.693, -0.281, -0.806)  -0.209
N (1.022, -0.685, -2.795)  -0.586
C (1.358, 3.255, -4.198)  -0.658
H (-0.293, -1.319, -5.840)  0.209
H (-0.979, -1.918, -4.326)  0.261
H (0.626, -2.454, -4.835)  0.219
H (0.275, 1.096, -5.536)  0.201
H (1.201, -1.646, -2.511)  0.438
H (1.044, 3.384, -5.234)  0.189
H (2.359, 3.668, -4.070)  0.226
H (0.678, 3.813, -3.550)  0.270
N (-2.956, -0.892, -7.614)  -0.812
C (-3.225, -0.820, -6.236)  0.150
C (-4.064, -1.767, -5.642)  -0.292
C (-4.373, -1.665, -4.301)  -0.156
C (-3.830, -0.646, -3.540)  -0.365
C (-2.971, 0.287, -4.106)  -0.169
C (-2.688, 0.203, -5.456)  -0.234
S (-4.205, -0.603, -1.794)  2.311
O (-4.860, 0.648, -1.496)  -0.961
O (-4.995, -1.789, -1.498)  -0.994
N (-2.800, -0.640, -1.008)  -0.882
C (-1.977, -1.626, -1.192)  0.307
S (-2.302, -3.094, -2.136)  0.264
C (-0.714, -3.691, -1.687)  -0.508
C (-0.083, -2.795, -0.898)  -0.034
N (-0.784, -1.664, -0.635)  -0.530
H (-3.004, -1.836, -7.975)  0.365
H (-2.089, -0.437, -7.866)  0.367
H (-4.437, -2.589, -6.236)  0.194
H (-5.017, -2.377, -3.807)  0.244
H (-2.501, 1.030, -3.481)  0.286
H (-2.009, 0.913, -5.906)  0.195
H (-0.376, -4.646, -2.036)  0.216
H (0.901, -2.900, -0.463)  0.256
Te (0.834, -0.439, 1.845)  -0.831
C (-2.202, 2.179, 0.399)  -0.883
S (-0.910, 2.442, -0.874)  2.362
O (-1.046, 3.827, -1.278)  -1.020
O (0.347, 2.184, -0.148)  -0.938
O (-1.118, 1.495, -1.969)  -1.037
H (-1.813, 2.619, 1.316)  0.234
H (-2.406, 1.105, 0.510)  0.272
H (-3.092, 2.698, 0.062)  0.222

The value obtained for the HOMO energy is 0.51 eV. The calculation puts the gap between HOMO and LUMO at 3.469 eV. The calculation puts the LUMO energy at 3.98 eV. Its energy is -3259.76981 hartree. The net charge is -2. The value obtained for the energy above the lowest of the compared OMol25 structures with the same formula, charge and spin is 177.0 kJ/mol.

The following is a DFT calculation (wB97M-V/def2-TZVPD) of C16H19NO3 in the gas phase.

Each line ends with the natural charge from an NBO analysis.
Positions of all 39 atoms, in Å:
C (0.812, 0.329, -5.032)  -0.627
C (1.542, 0.169, -3.733)  -0.007
C (2.920, -0.024, -3.724)  -0.240
C (3.593, -0.163, -2.527)  -0.179
C (2.916, -0.120, -1.318)  -0.312
C (1.541, 0.067, -1.314)  0.296
O (0.750, 0.143, -0.202)  -0.521
C (1.296, -0.122, 1.077)  -0.079
C (1.550, -1.613, 1.334)  -0.419
C (0.361, -2.494, 0.930)  -0.493
C (-0.906, -2.067, 1.656)  0.679
O (-1.240, -2.514, 2.732)  -0.629
N (-1.635, -1.153, 0.974)  -0.620
C (-2.774, -0.482, 1.569)  -0.275
C (-2.533, 0.986, 1.684)  0.262
C (-3.121, 2.050, 1.065)  -0.302
C (-2.448, 3.205, 1.534)  -0.315
C (-1.498, 2.756, 2.395)  0.089
O (-1.540, 1.417, 2.492)  -0.406
C (0.867, 0.212, -2.527)  -0.221
H (1.175, 1.208, -5.562)  0.221
H (-0.257, 0.438, -4.870)  0.214
H (0.983, -0.537, -5.671)  0.221
H (3.461, -0.062, -4.658)  0.209
H (4.663, -0.309, -2.524)  0.213
H (3.473, -0.227, -0.401)  0.216
H (2.216, 0.453, 1.233)  0.183
H (0.542, 0.249, 1.776)  0.212
H (1.752, -1.738, 2.399)  0.224
H (2.427, -1.947, 0.776)  0.211
H (0.210, -2.440, -0.149)  0.215
H (0.580, -3.526, 1.206)  0.238
H (-1.225, -0.720, 0.158)  0.413
H (-2.909, -0.936, 2.557)  0.255
H (-3.670, -0.651, 0.965)  0.211
H (-3.935, 2.018, 0.370)  0.226
H (-2.646, 4.222, 1.263)  0.229
H (-0.758, 3.266, 2.979)  0.203
H (-0.202, 0.365, -2.501)  0.207

The value obtained for the HOMO energy is -8.65 eV. As for the SMILES: Cc1cccc(OCCCC(=O)NCc2ccco2)c1. The calculation puts the gap between HOMO and LUMO at 9.416 eV. The calculation puts the LUMO energy at 0.77 eV. Its energy is -901.56522 hartree. The value obtained for the energy above the lowest of the compared OMol25 structures with the same formula, charge and spin is 143.1 kJ/mol.

The following is a DFT calculation (wB97M-V/def2-TZVPD) of a molecular structure, C16H20AgCl2F3N2O2 at a distorted geometry.

Each line ends with the natural charge from an NBO analysis.
Positions of all 46 atoms, in Å:
Ag (2.593, 0.919, -2.535)  0.836
C (2.405, 4.167, -1.864)  0.315
O (3.288, 3.997, -3.019)  -0.566
O (2.274, 2.993, -1.222)  -0.963
C (2.714, 5.493, -1.090)  0.919
F (3.217, 6.516, -1.779)  -0.319
F (1.494, 5.943, -0.648)  -0.364
F (3.443, 5.258, 0.010)  -0.328
C (4.669, 4.109, -2.713)  -0.078
C (5.470, 4.415, -3.971)  -0.614
H (5.372, 3.683, -4.772)  0.224
H (5.171, 5.388, -4.367)  0.189
H (6.515, 4.469, -3.658)  0.198
H (4.965, 3.163, -2.249)  0.193
H (4.935, 4.917, -2.025)  0.148
H (1.479, 4.380, -2.414)  0.107
C (-0.087, 1.467, -0.424)  -0.454
N (-0.742, 0.303, 0.172)  -0.233
C (-1.059, 0.247, 1.467)  0.104
C (-1.672, -0.866, 1.991)  -0.226
C (-1.905, -1.999, 1.182)  -0.023
C (-1.631, -1.837, -0.177)  -0.186
C (-0.956, -0.733, -0.649)  0.146
C (-2.566, -3.180, 1.778)  0.080
C (-3.612, -3.783, 1.078)  -0.198
C (-4.338, -4.822, 1.652)  0.089
N (-4.102, -5.132, 2.945)  -0.261
C (-3.015, -4.674, 3.576)  0.108
C (-2.256, -3.659, 3.038)  -0.215
C (-5.005, -6.093, 3.612)  -0.412
H (0.952, 1.211, -0.490)  0.307
H (0.000, 2.337, 0.226)  0.260
H (-0.522, 1.687, -1.392)  0.233
H (-0.862, 1.124, 2.064)  0.247
H (-2.071, -0.880, 2.996)  0.229
H (-1.892, -2.657, -0.834)  0.234
H (-0.604, -0.638, -1.665)  0.288
H (-3.795, -3.531, 0.044)  0.259
H (-5.232, -5.240, 1.214)  0.244
H (-2.802, -5.084, 4.553)  0.242
H (-1.406, -3.315, 3.612)  0.270
H (-4.816, -6.122, 4.680)  0.239
H (-4.898, -7.100, 3.212)  0.241
H (-6.015, -5.744, 3.408)  0.234
Cl (4.987, 0.312, -3.719)  -0.903
Cl (1.916, -1.406, -0.836)  -0.838

The value obtained for the HOMO energy is -6.19 eV. The calculation puts the gap between HOMO and LUMO at 2.405 eV. The calculation puts the LUMO energy at -3.78 eV. Its energy is -2248.47585 hartree. The value obtained for the energy above the lowest of the compared OMol25 structures with the same formula, charge and spin is 75.5 kJ/mol.